C29H20Br3FeN4O3S2 | ωB97M-V/def2-TZVPD

Geometry as ORCA input:
```
! RIJCOSX wB97M-V def2-TZVPD def2/J DEFGRID3
* xyz -2 6
O -0.5819 -1.7083 0.1265
C -2.1859 2.4172 -2.9493
O 1.4879 -0.5313 -1.5847
C 1.8869 3.1925 -0.2037
C 3.1196 -4.9845 -0.8692
Fe 0.2183 0.1018 0.0126
H -3.4166 3.8130 -0.1237
H -0.0352 1.6289 3.2228
C 0.7127 -4.9207 -0.9374
C 2.4152 0.1727 -2.0703
C 4.4165 1.8690 -3.2283
H -3.6531 3.9538 -2.5878
N -1.3731 0.9045 1.7834
H -0.9174 2.9110 1.5808
N 1.8104 1.9610 -0.6353
H 2.8192 5.1343 -0.3477
C 1.9067 -5.5752 -1.2003
C 2.6184 1.5517 -1.6348
S 2.1849 0.3460 1.7548
C -0.6175 -2.9622 -0.0931
C -0.9117 0.9833 3.1609
C 2.4428 -1.9729 5.0864
H -1.6974 1.3847 3.8246
C 3.3131 -0.2621 -3.0606
C 0.7126 -3.6583 -0.3558
C -2.5154 -0.0019 1.6947
H -2.2163 -0.9966 2.0186
C 2.5263 -0.4087 3.2221
H -2.6383 2.5997 1.8110
C 3.5835 0.2247 3.9724
C -1.9154 2.2700 -0.2065
C -2.9522 3.2537 -2.1457
Br 4.7461 -2.8949 0.1841
H -3.3472 0.3640 2.3216
C -1.1260 1.4117 -0.9816
H 4.9292 0.1641 -4.3936
O -1.6342 -3.6559 -0.1028
H 4.3666 4.4168 -2.1490
C 4.2816 0.5655 -3.6257
H -0.6312 -0.0105 3.5076
H -0.7080 0.8760 -3.0185
H -2.8449 -0.0781 0.6609
C 3.5882 2.4049 -2.2163
H 1.9395 -2.0828 0.4296
H -2.2871 2.4650 -4.0295
S 0.6443 -2.4181 3.1840
C 3.6447 3.7288 -1.7289
N 2.8348 -2.3472 6.1026
C 1.9213 -3.0624 -0.0230
H 1.2146 3.4685 0.6019
C -2.8152 3.1733 -0.7664
H 1.9004 -6.5544 -1.6653
Br 3.1647 -2.0506 -3.6687
C 1.9173 -1.5425 3.8090
C -1.7311 2.2339 1.2951
Br 5.7468 2.9540 -4.0643
C -1.2965 1.5189 -2.3679
N 4.4210 0.7561 4.5586
H -0.2440 -5.3667 -1.1743
C 3.1016 -3.7341 -0.2771
C 2.7941 4.1242 -0.7354
H 4.0597 -5.4812 -1.0683
*
```

Its energy above the lowest of the compared OMol25 structures with the same formula, charge and spin is 42.3 kJ/mol. As for the largest force on an atom: 0.2 eV/A. The highest occupied orbital energy (alpha / beta) comes out at -2.44 / -2.23 eV.

These are the natural (NBO) partial charges, in e, on atoms 1 to 5: -0.86, -0.26, -0.78, 0.06, -0.29

C4H12NPS2 | ωB97M-V/def2-TZVPD

Geometry as ORCA input:
```
! RIJCOSX wB97M-V def2-TZVPD def2/J DEFGRID3
* xyz 0 1
H 3.0797 -0.0786 -0.7335
C -2.1861 1.3622 1.0326
H 1.9713 -2.0172 1.0925
H 1.9485 1.1157 -1.1851
H -3.1203 1.8866 0.8166
C 0.9898 -0.7299 -0.3829
H 0.3980 -2.6057 0.3679
H -1.7123 2.1720 1.4883
C 2.1191 0.3431 -0.4703
S -2.4761 -0.9117 -0.9660
H 0.7254 -0.7854 -1.5026
C 1.3971 -2.1740 0.1642
H 0.1950 0.1179 1.3170
S -0.1123 3.4438 -1.3611
H -3.4992 -0.1739 -1.0113
H 2.3790 0.7774 0.4967
H 1.8426 -2.6817 -0.6646
N -0.2146 -0.1399 0.4010
P -1.3304 0.7821 -0.4554
H -2.3940 0.2971 1.5561
*
```

Its energy above the lowest of the compared OMol25 structures with the same formula, charge and spin is 482.5 kJ/mol. As for the largest force on an atom: 3.8 eV/A. The highest occupied orbital energy (alpha / beta) comes out at -8.48 / -8.37 eV.

These are the natural (NBO) partial charges, in e, on atoms 1 to 5: 0.21, -1.00, 0.21, 0.23, 0.25

H2N2O3S | ωB97M-V/def2-TZVPD

Geometry as ORCA input:
```
! RIJCOSX wB97M-V def2-TZVPD def2/J DEFGRID3
* xyz 0 1
O 2.0720 -0.4059 -0.3145
S 0.5598 0.3282 0.5459
O 0.9473 -0.0457 -2.2492
O 2.2976 -1.6904 -1.9636
N 1.7421 -0.7013 -1.6186
H -0.6493 0.9412 -1.0453
H 0.5805 -0.8890 1.3018
N -0.5390 0.1517 -0.4079
*
```

Its energy above the lowest of the compared OMol25 structures with the same formula, charge and spin is 412.7 kJ/mol. As for the largest force on an atom: 3.4 eV/A. The highest occupied orbital energy comes out at -10.21 eV.

These are the natural (NBO) partial charges, in e, on atoms 1 to 5: -0.56, 1.10, -0.39, -0.35, 0.72

C48H43BrF4N7O3P3TeTi | ωB97M-V/def2-TZVPD

Geometry as ORCA input:
```
! RIJCOSX wB97M-V def2-TZVPD def2/J DEFGRID3
* xyz 3 2
F -0.4757 -5.8269 4.5751
N 1.8968 2.6717 4.3662
H -5.9080 5.0379 3.6083
F 1.9947 -6.3132 3.4854
H -1.3552 3.9256 1.7065
C 2.3626 -3.9673 -4.2104
H -1.8330 1.9552 -4.9105
C -1.9982 3.0877 1.9932
O 0.1918 -0.4656 -1.4802
C 1.4762 3.3262 -3.2848
H -2.9353 0.3963 3.3656
C 3.0022 -2.8135 -2.2035
H -0.0237 5.4369 -1.1222
C -6.1302 4.1562 1.6720
H 5.1077 -0.2036 0.1646
H -0.8448 -2.4900 -3.7039
C 1.6779 2.2595 -2.3940
C -5.2278 -2.6416 0.8685
N 5.4952 1.7004 1.8787
H 4.6342 0.0131 -4.1009
H -3.0408 3.2179 -1.0799
C 2.1624 -1.5763 -4.0775
C 2.0430 -2.7547 -4.7980
C 0.4111 4.5347 -1.5198
C 6.6392 -0.0731 -3.3759
C 0.2465 -0.4044 4.2714
C 0.5619 3.4201 -0.7274
C -3.0663 -1.7780 0.2969
H 8.5312 -0.1776 -2.3893
C 1.8836 -4.2530 2.3532
C 5.2676 -0.0275 -3.2241
H 0.5376 0.7076 -4.1561
C -1.9630 1.0017 5.1808
H -6.0477 3.2095 -0.2479
H -3.5289 4.4233 3.8147
P -0.9379 -1.2436 1.9118
C -0.6203 -3.7893 3.4217
C 2.9633 1.7642 2.2222
C 0.8364 4.4741 -2.8494
H -3.4003 -2.0971 3.6554
C 7.4617 -0.1492 -2.2608
N 2.3820 1.1535 -2.8088
H -6.2133 -2.9654 0.5772
O 0.8191 1.3136 1.5833
C -4.0834 4.1592 2.9270
C 5.5398 -0.1583 -0.8264
H -0.7060 2.5759 -3.8357
H -2.4855 -2.1814 -3.0842
H -2.4472 -1.2124 -0.3988
H 1.1226 -0.9288 3.9071
C 0.0746 -4.9587 3.7500
H 1.9691 -0.6420 -4.5809
H -1.2630 -3.9880 -1.8755
C -0.1260 -2.8500 2.5198
H -4.6317 -2.1367 -1.1251
C 1.1499 -3.1201 2.0326
H -5.5953 -2.8933 2.9579
H 1.8940 3.2625 -4.2789
C -3.4487 3.4754 1.9011
Ti 0.9576 0.6336 -0.0300
H 1.2006 0.2217 6.0798
C -2.6872 -1.7834 1.6480
H -0.1749 -2.8177 -1.3432
H 3.1760 -4.9236 -2.4732
C 2.8613 -3.9913 -2.9166
H -4.0569 1.7714 -0.9044
C -4.1563 3.1504 0.7459
C -0.8108 0.9398 5.9486
P 2.9070 -0.0981 -1.7237
F -1.7910 -3.5976 4.0118
H 3.0080 1.3423 -3.5900
P -0.9566 -0.3623 -2.4643
H 7.0672 -0.0554 -4.3658
H 7.5547 -0.2640 -0.1238
C -4.3322 -2.1890 -0.0888
C 2.6228 -1.5919 -2.7633
H -0.8245 -0.1087 -4.9445
H -0.7729 1.4376 6.9037
C 4.7162 -0.0514 -1.9420
C 0.2990 0.2483 5.4883
C -3.4205 2.4750 -0.3719
H 2.2619 -4.8806 -4.7743
C -0.5285 0.5040 -4.0936
H 3.4651 -2.8448 -1.2274
N 1.1293 2.2679 -1.1610
C -2.0286 0.3459 3.9620
C -4.8784 -2.5992 2.2071
C -0.9282 -0.3838 3.5179
Te -1.7997 1.4152 0.6419
H -2.8163 1.5604 5.5358
C -5.4993 3.4803 0.6411
C 1.3351 -5.2095 3.2053
C 6.9147 -0.1986 -0.9893
Br 1.9978 -1.8370 0.8769
H -1.8137 -2.7030 -0.8696
N 2.1440 1.2940 1.3141
C 4.3598 1.7413 2.0237
N -1.3041 1.7603 -4.0525
C -5.4202 4.5046 2.8086
F 3.0857 -4.4111 1.8100
H 0.7011 5.3089 -3.5172
C -3.6198 -2.1659 2.6031
H -1.9866 1.5979 -3.2417
H 0.2590 3.4327 0.3150
C 2.4380 2.2829 3.4342
H -1.7251 2.7740 2.9999
H 1.7402 -2.7250 -5.8338
C -1.4214 -2.1421 -2.8463
H -7.1739 4.4114 1.5835
O -2.1296 0.4410 -2.0269
N -1.1435 -2.9869 -1.6646
*
```

As for the largest force on an atom: 4.2 eV/A. The highest occupied orbital energy (alpha / beta) comes out at -14.78 / -14.85 eV.

These are the Mulliken partial charges, in e, on atoms 1 to 5: -0.25, -0.44, 0.45, -0.25, 0.86

C5H38N2O12 | ωB97M-V/def2-TZVPD

Geometry as ORCA input:
```
! RIJCOSX wB97M-V def2-TZVPD def2/J DEFGRID3
* xyz 2 1
H 1.7825 -0.7663 1.3293
O 0.1519 2.4330 -3.6805
H 0.6404 1.6158 -3.9040
H -2.5833 -3.3550 2.4528
H 2.5552 -3.5026 2.1264
H -0.8364 -0.8218 -2.7128
H -3.3891 -2.6101 1.2950
O -3.0387 0.4144 2.7268
N -0.5763 -1.1044 2.7859
H 2.5065 -0.6592 -1.0060
C 0.4057 0.0104 3.0616
N 0.5638 2.4330 -0.8401
H -3.6705 -0.2960 -0.0119
O 2.8693 3.5272 -1.2957
H 1.9339 -0.4102 4.7866
H 1.3106 -0.3376 -3.2039
H -1.4568 -0.7030 2.4088
O -3.3521 -1.0773 -0.4264
H -2.2196 -0.8634 -3.3914
H -0.2240 2.7988 -4.5023
H 2.7533 -2.6824 -3.4155
O 2.1090 -2.6368 -2.6966
C 1.5682 0.0240 2.0834
H 1.2703 -3.1435 1.4768
H 1.5325 2.2509 1.7531
H -0.3016 -1.6790 -0.7506
H -0.9672 -1.5360 3.6283
H -3.6804 0.5827 2.0691
H 3.4177 3.2469 -2.0086
C 0.8474 -0.1172 4.5284
O -1.6783 -1.2952 -2.6804
C 1.2191 1.2987 1.2582
H -2.9996 -1.2256 -1.3038
H 3.5009 0.1345 -1.8676
H 0.4296 -0.9926 5.0556
O 2.6996 0.2451 -1.3355
H 2.7032 4.4722 -1.3694
O 1.7727 -2.9727 2.2880
H 0.4989 -0.5401 -4.5794
H 0.5515 2.0243 -1.8100
H 1.4207 3.0291 -0.8545
O 0.4640 -0.1695 -3.6533
O -2.7361 -2.5143 2.0213
H 0.3382 0.2272 -0.2906
H -3.0119 3.4019 -1.0001
H -2.3561 2.8235 -2.4097
H 2.4500 -3.4327 -2.2355
H -3.0137 1.1507 3.3513
H 2.5191 -0.0487 2.6805
O -0.6420 -1.6686 0.1319
H -0.3016 -1.9421 2.1606
H -0.2436 0.8770 3.0470
H 0.9249 0.8751 5.0464
H -1.6320 -1.6373 0.2305
O -2.3641 2.8235 -1.4528
C 0.7034 1.1895 0.0072
H -0.3400 2.8283 -0.4865
*
```

Its energy above the lowest of the compared OMol25 structures with the same formula, charge and spin is 457.5 kJ/mol. As for the largest force on an atom: 4.0 eV/A. The highest occupied orbital energy comes out at -15.38 eV.

These are the natural (NBO) partial charges, in e, on atoms 1 to 5: 0.25, -1.01, 0.50, 0.49, 0.49

C4H6N2 | ωB97M-V/def2-TZVPD

Geometry as ORCA input:
```
! RIJCOSX wB97M-V def2-TZVPD def2/J DEFGRID3
* xyz 0 1
H -1.3486 -1.0878 0.2633
C 0.0597 0.4072 -1.7008
H -1.3061 1.6325 -0.4711
H 1.6340 -0.8203 1.1757
H 1.0728 -1.4935 -1.4154
C -0.2657 1.2914 -0.4857
H -0.9947 -0.8133 2.0424
H 0.3745 2.1828 -0.5475
N 0.6731 -0.6063 -1.1873
N 0.0183 0.5849 0.7690
C 0.7458 -0.5896 0.5470
C -0.6631 -0.6879 1.0104
*
```

Its energy above the lowest of the compared OMol25 structures with the same formula, charge and spin is 407.9 kJ/mol. As for the largest force on an atom: 3.8 eV/A. The highest occupied orbital energy comes out at -8.52 eV.

These are the natural (NBO) partial charges, in e, on atoms 1 to 5: 0.19, 0.12, 0.22, 0.22, 0.41

C6H12N2P | ωB97M-V/def2-TZVPD

Geometry as ORCA input:
```
! RIJCOSX wB97M-V def2-TZVPD def2/J DEFGRID3
* xyz 1 1
H -2.5151 0.0310 1.7405
C -0.0296 3.1463 -0.3600
C 2.0681 0.2364 -0.2796
C -0.3450 0.6627 -0.3263
P -1.8212 -0.2870 -0.5804
N 0.6824 -0.1525 -0.2778
C -3.0245 -0.0482 0.7820
H 0.3252 3.2321 0.6505
H -3.6748 -0.9239 0.7821
N -0.9960 -1.6853 -0.1950
C 1.2608 -2.5733 0.0188
H 1.9322 -2.6444 -0.8398
H 2.5462 -0.0726 0.6550
H 2.5907 -0.2409 -1.1134
C 0.2743 -1.4963 -0.1668
H 2.1387 1.3182 -0.3811
H 0.7249 -3.5150 0.1291
H 0.6751 3.2204 -1.1694
H -1.0631 3.3483 -0.5643
H -3.6166 0.8453 0.5855
H 1.8672 -2.4015 0.9104
*
```

Its energy above the lowest of the compared OMol25 structures with the same formula, charge and spin is 299.9 kJ/mol. As for the largest force on an atom: 3.7 eV/A. The highest occupied orbital energy (alpha / beta) comes out at -13.32 / -13.32 eV.

These are the natural (NBO) partial charges, in e, on atoms 1 to 5: 0.25, -0.26, -0.42, -0.03, 1.08

Number 1: total energy -11344.10788 hartree. Number 2: total energy -1351.95597 hartree. Number 3: total energy -734.38423 hartree. Number 4: total energy -7578.11462 hartree. Number 5: total energy -1225.09309 hartree. Number 6: total energy -265.38020 hartree. Number 7: total energy -686.32239 hartree.